[1]
Here is a single CH3N3S molecule from the OMol25 dataset. Energies are from wB97M-V/def2-TZVPD.

Geometry as XYZ:
```
8
Properties=species:S:1:pos:R:3:forces:R:3:mulliken_charge:R:1
C 0.2697 0.0050 -0.7870 0.990 -1.245 -0.940 -0.3286
N -0.5772 0.3503 1.4003 -4.251 -6.837 2.079 -0.3879
N -1.2194 -0.9576 1.1546 2.769 6.668 1.168 -0.1380
N 0.1477 0.7414 0.4314 3.263 2.339 -0.820 0.0694
S -0.9679 -1.2441 -0.4462 -0.929 -1.925 -1.486 -0.0079
H -0.0426 0.5184 -1.7333 0.614 -0.116 0.958 0.2299
H 1.3217 -0.4456 -0.8501 -1.254 0.754 -0.325 0.2419
H 1.0681 1.0322 0.8302 -1.202 0.362 -0.634 0.3213
```
Forces are in eV/Å.

- Structure (SMILES): C1NN=NS1
- Energy above the lowest of the compared OMol25 structures with the same formula, charge and spin: 1.786 eV
- E_HOMO (alpha / beta): -8.008 / -7.985 eV



[2]
Here is a molecular structure, C11H27I2OP2Sn from the OMol25 dataset. Energies are from wB97M-V/def2-TZVPD.

Geometry as XYZ:
```
44
Properties=species:S:1:pos:R:3:forces:R:3:mulliken_charge:R:1
I 0.3570 2.7294 -2.2657 0.741 0.219 -0.271 0.0635
I 2.9672 2.9840 -3.1246 -1.091 -0.210 0.450 0.2261
Sn -0.9428 0.0348 0.4628 0.829 -0.848 0.048 0.5145
P 0.2290 1.8461 2.2999 1.588 1.956 1.304 0.8129
C 0.9285 3.2477 1.3510 -0.364 -0.164 -0.758 -1.0894
C -0.6686 2.6339 3.6931 -1.367 -0.401 0.017 -1.1186
H 0.0271 2.9659 4.4829 0.020 -0.181 -0.641 0.4150
H 1.8871 2.0045 4.0915 -0.207 -0.156 -0.526 0.4516
H -1.3522 1.9105 4.1677 0.158 0.275 -0.139 0.3654
H 1.5096 0.2973 3.7133 0.237 0.404 -0.057 0.3908
H 0.1827 3.6649 0.6617 0.131 0.020 0.318 0.3349
H -1.2606 3.4900 3.3540 0.040 -0.186 -0.028 0.4049
C 1.7087 1.2892 3.2699 0.040 -1.289 -0.578 -1.1778
H 1.2757 4.0454 2.0204 -0.144 -0.324 0.139 0.3666
H 2.5995 1.2270 2.6225 -0.345 -0.030 0.281 0.3870
H 1.7729 2.9190 0.7316 -0.126 -0.020 0.217 0.3477
P -0.9214 -1.6279 -2.1445 0.926 -1.267 -3.247 0.7435
C -0.1933 -0.6367 -3.5317 -0.285 0.757 0.753 -1.0673
C 0.2664 -3.0615 -2.1492 0.441 0.207 1.333 -1.0672
H -2.9480 -2.9536 -2.1456 0.065 0.049 -0.283 0.3898
H -1.9709 -3.3565 -3.5706 0.206 0.688 0.408 0.4430
H -2.9464 -1.8506 -3.5306 0.147 -0.015 0.203 0.4224
C -2.3131 -2.5157 -2.9319 -1.390 0.165 0.601 -1.2323
H 0.2271 -3.5683 -1.1709 0.165 -0.098 -0.486 0.2799
H -0.0309 -3.7829 -2.9339 0.031 0.568 0.378 0.4466
H -0.2331 -1.2039 -4.4733 -0.146 -0.097 0.375 0.3761
H 0.8494 -0.3896 -3.2981 -0.185 -0.096 -0.078 0.3548
H 1.2926 -2.7072 -2.3365 -0.357 -0.134 0.145 0.4143
H -0.7412 0.3110 -3.6337 0.128 -0.402 -0.225 0.3251
C 1.3445 -0.2170 -0.2164 4.442 2.224 -2.289 0.1645
O 2.3288 0.1415 -0.7039 -3.705 -1.937 2.108 -0.0409
C -1.8784 -4.2141 1.5195 0.318 -0.018 -0.450 -1.5347
C -1.8289 -2.7041 1.8061 -0.231 0.601 0.207 0.8317
C -2.1193 -2.3880 3.2814 0.001 0.100 0.113 -1.4765
C -0.5133 -1.9897 1.3941 -0.405 -1.450 1.078 -0.8251
H -1.0524 -4.7676 1.9867 -0.208 0.193 -0.068 0.3875
H -1.8679 -4.4033 0.4363 0.177 -0.020 0.202 0.3287
H -2.8259 -4.6358 1.8733 0.216 0.202 0.104 0.4280
H -2.6369 -2.2579 1.2053 -0.129 -0.182 0.088 0.1171
H -1.3145 -2.7755 3.9276 -0.289 0.118 -0.208 0.3953
H -2.2228 -1.3022 3.4601 0.086 -0.278 -0.038 0.2990
H -3.0615 -2.8477 3.5961 0.186 0.067 -0.055 0.4240
H 0.0504 -1.6481 2.2758 -0.035 0.090 -0.162 0.6148
H 0.1483 -2.6539 0.8008 -0.309 0.899 -0.281 0.3627
```
Forces are in eV/Å.

- Energy above the lowest of the compared OMol25 structures with the same formula, charge and spin: 1.170 eV
- Charge: +3
- E_HOMO (alpha / beta): -17.827 / -18.050 eV



[3]
Here is a molecular structure, C23H20MoN2O6S from the OMol25 dataset. Energies are from wB97M-V/def2-TZVPD.

Geometry as XYZ:
```
53
Properties=species:S:1:pos:R:3:forces:R:3:lowdin_spin:R:1
Mo -0.0822 -0.6631 -0.8675 -0.398 -0.705 0.269 1.5886
O 2.6692 1.8111 -2.9211 0.028 0.033 -0.056 0.0100
C 2.0072 1.0613 -2.0762 -0.028 0.021 -0.105 0.0172
O 0.9362 0.5240 -2.3530 0.037 0.095 -0.011 0.0005
C 2.5871 0.8510 -0.7448 0.030 -0.111 0.148 0.0165
C 3.7901 1.3057 -0.2447 -0.104 -0.094 0.036 -0.0010
C 4.1288 0.9248 1.0541 0.038 0.053 -0.053 0.0238
C 3.2779 0.1134 1.7856 -0.153 -0.051 -0.040 -0.0039
C 2.0837 -0.2930 1.2034 0.099 0.086 -0.038 0.0225
N 1.7602 0.0850 -0.0221 0.045 0.075 -0.012 0.0012
C 1.0259 -1.1728 1.8283 0.157 -0.055 0.231 0.0097
O 1.1625 -1.6285 2.9340 -0.017 0.021 -0.088 0.0353
O 0.0065 -1.3279 1.0279 -0.188 0.195 -0.322 0.0277
H 2.1826 1.8647 -3.7608 -0.001 -0.016 0.039 0.0001
H 4.4359 1.9282 -0.8461 0.004 0.010 -0.012 -0.0004
H 5.0610 1.2620 1.4856 0.005 0.002 -0.001 0.0013
H 3.5017 -0.2123 2.7914 0.005 -0.005 0.009 -0.0006
O -3.2889 -3.1429 -1.4294 0.026 -0.010 -0.061 -0.0001
C -2.1170 -2.9468 -1.2499 0.090 -0.134 -0.062 0.0089
O -1.6434 -1.6938 -1.2043 0.032 0.432 0.255 0.0576
C -1.1330 -4.0505 -1.0370 -0.060 -0.092 0.033 0.0069
C -1.6906 -5.2601 -0.6118 0.020 0.027 0.015 0.0004
C -0.9114 -6.3771 -0.3951 0.031 0.019 -0.014 0.0038
C 0.4575 -6.2978 -0.6269 -0.027 -0.009 0.004 0.0004
C 1.0208 -5.1153 -1.0618 -0.003 0.017 0.009 0.0069
C 0.2464 -3.9670 -1.2677 -0.044 -0.124 0.064 0.0175
S 1.1192 -2.5576 -1.8658 0.219 0.252 -0.215 0.0679
H -2.7602 -5.2886 -0.4567 -0.006 -0.002 -0.003 -0.0002
H -1.3605 -7.2998 -0.0535 -0.005 0.000 0.001 0.0003
H 1.0906 -7.1614 -0.4670 -0.003 -0.007 0.001 0.0000
H 2.0855 -5.0563 -1.2455 0.005 0.003 -0.007 0.0008
C -1.0225 4.1080 2.5083 0.006 0.016 -0.011 -0.0001
N -0.2852 2.9057 2.1744 0.089 0.013 -0.016 0.0007
C 0.7462 3.1898 1.2003 0.034 -0.042 0.026 0.0003
C -1.1156 1.7502 1.8205 -0.041 -0.050 0.027 0.0028
C -1.7898 1.8235 0.4650 0.017 0.072 0.029 0.0226
C -2.8927 2.6691 0.3350 -0.025 0.032 -0.003 -0.0014
C -3.4953 2.9023 -0.8911 0.031 -0.024 0.020 0.0190
C -2.9927 2.2757 -2.0203 0.002 0.011 0.013 -0.0018
C -1.9253 1.4015 -1.8852 -0.024 -0.093 -0.102 0.0197
C -1.3153 1.1263 -0.6560 0.206 -0.001 -0.023 0.0154
H -0.3372 4.8295 2.9580 -0.006 0.005 0.005 0.0000
H -1.7975 3.8764 3.2397 -0.004 -0.007 -0.001 0.0000
H -1.4953 4.5911 1.6400 -0.002 0.000 0.005 -0.0001
H 1.4047 3.9700 1.5875 -0.008 0.011 0.004 0.0000
H 0.3497 3.5267 0.2282 0.003 -0.006 -0.016 0.0002
H 1.3493 2.2956 1.0292 -0.070 0.093 0.061 0.0000
H -1.8686 1.6450 2.6049 0.008 0.003 0.010 0.0004
H -0.4853 0.8638 1.8745 -0.024 0.021 -0.038 0.0009
H -3.2950 3.1485 1.2201 -0.002 0.002 0.001 -0.0002
H -4.3514 3.5607 -0.9614 -0.005 0.006 0.001 0.0012
H -3.4430 2.4414 -2.9908 -0.008 0.003 -0.004 -0.0006
H -1.5917 0.8808 -2.7826 -0.009 0.010 -0.001 0.0011
```
Forces are in eV/Å.

- Expectation value of S²: 2.017
- Energy above the lowest of the compared OMol25 structures with the same formula, charge and spin: 0.808 eV
- E_HOMO (alpha / beta): -7.625 / -7.820 eV
- 2S+1: 3



[4]
Here is a molecular structure, C4H6CdFO4 from the OMol25 dataset. Energies are from wB97M-V/def2-TZVPD.

Geometry as XYZ:
```
16
Properties=species:S:1:pos:R:3:forces:R:3:lowdin_spin:R:1
C -3.9671 -1.2817 0.7550 -0.170 0.087 0.446 0.0000
O -3.8209 -0.3078 -0.2453 -0.733 1.481 -0.380 0.0003
H -4.9534 -1.2272 1.2513 0.221 -0.093 -0.133 0.0000
H -3.8672 -2.2714 0.2881 -0.002 0.304 0.130 0.0000
H -3.1894 -1.1691 1.5337 -0.238 -0.058 -0.188 0.0000
C -6.5781 3.0709 0.4384 3.004 -0.614 -0.012 0.0185
O -6.7993 1.7209 0.3668 -1.043 -0.151 -0.167 0.0106
C -5.9378 0.9404 -0.4035 0.451 0.138 0.027 0.0016
C -4.4706 1.0216 0.0157 0.847 -2.458 -0.137 0.0002
O -5.4262 3.4893 0.3444 -1.310 0.220 -0.058 0.0104
O -7.6410 3.7072 0.6860 -0.555 -2.589 -0.903 0.1967
F -6.0641 1.3299 -1.7261 0.023 -0.125 0.151 0.0004
H -6.3185 -0.0856 -0.3296 0.099 0.256 0.042 0.0002
H -4.3997 1.1877 1.1033 0.121 0.479 -0.573 0.0001
H -3.9254 1.6969 -0.6508 -0.165 0.071 0.681 0.0001
Cd -8.0615 5.4393 1.3346 -0.550 3.052 1.074 0.7609
```
Forces are in eV/Å.

- Expectation value of S²: 0.752
- Energy above the lowest of the compared OMol25 structures with the same formula, charge and spin: 0.186 eV
- E_HOMO (alpha / beta): -8.995 / -9.575 eV
- 2S+1: 2



[5]
Here is a gas-phase ion, C13H28BN4O4 (charge +1) from the OMol25 dataset. Energies are from wB97M-V/def2-TZVPD.

Geometry as XYZ:
```
50
Properties=species:S:1:pos:R:3:forces:R:3:mulliken_charge:R:1
C -0.2358 3.6459 1.9857 0.124 -0.160 0.023 -0.6734
O -0.3052 2.7548 0.7818 -2.035 1.880 0.484 -0.2375
C -1.4221 3.2565 -0.0347 -0.693 0.761 -0.406 -0.6095
C -2.8822 2.5406 0.3210 0.169 0.607 -0.975 -0.3678
C -2.9029 0.9234 0.0503 -0.065 0.911 -1.581 -0.6732
N -2.2241 0.0861 1.1120 -0.371 -0.815 3.819 0.3614
N -1.1697 -0.7406 0.7484 2.081 -2.861 3.064 -0.1316
C -0.6302 -1.5444 1.9128 -4.274 4.347 -0.860 0.2847
N 0.3940 -2.4494 1.7809 -2.372 1.066 2.086 -0.0931
O 1.0160 -2.6452 0.5742 0.957 0.773 0.395 -0.2802
C 2.4309 -2.3637 0.8709 2.468 -0.672 0.469 -0.4380
C 3.4644 -2.6065 -0.3785 1.221 0.103 0.226 0.3475
C 4.9536 -2.9114 0.3191 -0.300 1.615 0.475 -1.1251
C 3.6975 -1.2892 -1.3430 0.071 -0.826 -0.961 -1.1115
C 2.3350 -0.7056 -2.0434 0.847 2.172 -0.233 0.7046
C 1.7976 0.5868 -1.1279 0.090 -1.100 0.228 -0.7979
C 2.7131 -0.0304 -3.5262 -0.413 -0.150 -0.321 -1.1370
N -1.4562 -1.0997 3.1002 -0.899 1.732 -4.495 -0.5433
C -2.4801 -0.0811 2.5937 4.926 -3.685 -4.088 0.2470
B -3.6422 0.6712 3.4811 -2.952 0.919 2.122 0.3688
O -5.0475 0.1469 3.6104 3.851 2.879 -0.003 -0.5062
O -3.3105 1.9011 4.2359 -0.565 -1.715 -3.605 -0.5445
H 0.3364 4.6158 1.6664 -0.884 -1.863 0.880 0.2969
H -1.3046 3.9772 2.3382 1.919 -0.750 -0.611 0.2703
H 0.2758 3.0241 2.8349 -0.820 1.430 -1.701 0.2283
H -1.5424 4.4265 0.1621 0.130 -2.469 -0.492 0.3949
H -1.1951 3.1654 -1.2021 -0.337 -0.216 2.621 0.3137
H -3.2616 2.8720 1.3800 0.749 -0.896 -1.935 0.1015
H -3.6499 3.0166 -0.4595 1.576 -1.126 1.727 0.3713
H -3.9982 0.5599 -0.1843 2.221 0.528 0.888 0.3147
H -2.2891 0.7496 -0.9587 -1.272 0.306 2.301 0.3731
H -0.7567 -0.8846 -0.2016 -0.954 0.728 1.065 0.3673
H 0.7544 -2.9602 2.6259 -0.565 0.647 -1.281 0.3117
H 2.7466 -3.1402 1.7208 -0.694 1.533 -1.753 0.3936
H 2.5614 -1.3012 1.3442 -0.407 -1.842 -1.093 0.2014
H 3.2130 -3.5596 -1.0300 0.025 2.069 1.425 0.2807
H 5.7304 -3.3546 -0.4353 -1.712 0.642 1.531 0.3173
H 5.3593 -1.8312 0.6249 -0.678 -2.380 -0.565 0.2924
H 4.8603 -3.5056 1.3317 0.290 0.839 -2.289 0.3183
H 4.3221 -0.4428 -0.7808 -1.619 -1.770 -1.074 0.2683
H 4.4006 -1.6550 -2.2360 -1.424 0.688 2.036 0.3298
H 1.4842 -1.4995 -2.1746 1.804 1.344 0.343 0.2617
H 2.0580 0.3400 -0.0088 -0.848 0.657 -2.031 0.0450
H 2.3828 1.5767 -1.4025 -1.441 -2.110 0.477 0.4276
H 0.6247 0.6914 -1.2659 2.473 0.189 0.350 -0.1106
H 2.9875 1.1118 -3.4454 -0.513 -2.330 0.072 0.2743
H 1.7659 -0.0878 -4.2378 2.068 0.045 1.405 0.2844
H 3.6305 -0.5570 -4.0420 -1.977 0.864 0.991 0.3226
H -5.5607 0.8965 4.0615 1.011 -1.570 -0.708 0.3525
H -3.0631 2.5761 3.5306 0.015 -0.972 1.560 0.3527
```
Forces are in eV/Å.

- Structure (SMILES): COCCCN1NC(NOC[C@H](C)CC(C)C)=[N+]=C1B(O)O
- Charge: +1
- E_HOMO: -12.507 eV



[6]
Here is a molecular structure, C28H21N2O4PRe from the OMol25 dataset. Energies are from wB97M-V/def2-TZVPD.

Geometry as XYZ:
```
57
Properties=species:S:1:pos:R:3:forces:R:3:lowdin_spin:R:1
Re 0.6675 0.3882 -0.4339 -0.260 -0.377 -0.090 0.8787
C -1.9439 4.5105 3.7055 0.001 -0.016 -0.014 0.0008
C -1.5343 4.7971 2.4095 -0.001 0.024 0.024 0.0001
C -1.2783 3.7670 1.5210 0.027 -0.012 0.014 0.0017
C -1.4456 2.4465 1.9441 -0.046 -0.076 -0.025 0.0075
C -1.8587 2.1549 3.2459 -0.012 -0.018 -0.006 0.0007
C -2.1023 3.1950 4.1259 -0.002 0.022 -0.002 0.0002
P -1.1879 1.1548 0.7500 0.301 0.052 -0.178 0.0225
C -0.4214 -0.3322 1.5153 -0.459 0.032 0.310 0.0141
C 0.8280 -0.1364 2.1478 0.053 0.135 -0.078 -0.0042
C 1.4820 -1.2054 2.7576 0.002 0.011 0.025 -0.0013
C 0.8781 -2.4499 2.7774 0.004 -0.032 -0.004 -0.0048
C -0.3488 -2.6618 2.1431 0.018 -0.003 -0.013 -0.0034
C -0.9859 -1.6236 1.4945 0.043 0.075 -0.094 0.0003
C -2.6105 0.6360 -0.1975 0.080 -0.079 -0.063 0.0010
C -3.9425 0.8533 0.0680 0.102 0.039 0.053 -0.0027
C -4.9141 0.3744 -0.8255 -0.068 -0.020 -0.034 0.0000
C -4.5395 -0.3009 -1.9577 -0.008 -0.009 -0.008 -0.0042
C -3.1740 -0.5225 -2.2588 0.063 0.063 0.085 -0.0004
C -2.7521 -1.1925 -3.4324 -0.022 -0.004 0.007 -0.0110
C -1.4195 -1.4006 -3.6986 0.040 -0.003 0.031 -0.0012
C -0.4524 -0.9563 -2.7933 0.117 -0.046 -0.117 -0.0067
C -0.7867 -0.2556 -1.6273 0.109 -0.106 -0.012 -0.0128
C -2.1923 -0.0375 -1.3709 -0.120 0.156 0.266 -0.0007
H -2.1401 5.3197 4.3955 0.003 0.007 0.010 0.0000
H -1.4085 5.8233 2.0936 -0.001 0.007 -0.002 0.0000
H -0.9468 3.9890 0.5139 -0.004 -0.005 -0.017 0.0005
H -1.9868 1.1293 3.5707 -0.004 -0.011 -0.005 0.0000
H -2.4182 2.9819 5.1375 -0.004 0.000 0.008 0.0000
H 1.2351 0.8694 2.2437 -0.018 -0.016 0.021 -0.0010
H 2.4260 -1.0442 3.2601 0.011 0.009 -0.004 0.0001
H 1.3584 -3.2697 3.2959 0.006 -0.011 -0.005 -0.0002
H -0.8020 -3.6438 2.1656 -0.019 -0.007 0.000 -0.0001
H -1.9315 -1.7815 0.9907 -0.017 -0.009 0.009 0.0002
H -4.2456 1.3981 0.9538 0.003 -0.006 0.019 -0.0001
H -5.9605 0.5429 -0.6140 -0.009 0.003 -0.007 0.0001
H -5.2923 -0.6710 -2.6423 -0.003 0.006 -0.012 -0.0002
H -3.5029 -1.5460 -4.1289 -0.011 0.003 -0.009 -0.0004
H -1.1198 -1.9092 -4.6038 0.013 -0.015 0.000 0.0001
H 0.5911 -1.1424 -3.0198 -0.003 0.008 -0.011 -0.0002
C 2.1909 -3.3347 -0.4220 -0.032 0.009 0.032 0.0017
C 2.8591 -2.1047 -0.9080 0.005 -0.125 -0.035 0.0034
N 2.3543 -0.8791 -0.9503 0.243 0.120 -0.153 0.0228
C 3.3208 -0.0747 -1.5391 0.271 0.035 -0.094 0.0109
C 4.4165 -0.8247 -1.8419 -0.116 0.118 -0.071 0.0009
N 4.0987 -2.0872 -1.4354 -0.061 0.020 0.039 0.0018
C 5.7592 -0.5962 -2.4792 0.025 -0.023 0.332 0.0003
O 6.0629 0.6253 -2.8519 0.105 0.064 -0.100 -0.0001
O 6.4897 -1.5410 -2.5688 -0.038 -0.031 -0.115 0.0002
C 3.0056 1.3356 -1.7916 0.017 -0.189 -0.124 0.0138
O 3.7197 2.1382 -2.3095 -0.023 -0.037 0.111 -0.0006
O 1.7335 1.6267 -1.3810 -0.191 0.306 0.148 0.0703
H 1.1523 -3.1213 -0.1798 0.006 0.002 -0.003 0.0014
H 2.6931 -3.7268 0.4634 -0.013 0.002 0.002 0.0000
H 2.2198 -4.1047 -1.1933 -0.006 -0.015 0.009 0.0000
H 4.7396 -2.8658 -1.5502 0.001 0.005 -0.006 0.0000
H 5.3637 1.2869 -2.6834 -0.097 -0.034 -0.044 0.0000
```
Forces are in eV/Å.

- Expectation value of S²: 0.817
- Energy above the lowest of the compared OMol25 structures with the same formula, charge and spin: 0.043 eV
- Charge: +2
- E_HOMO (alpha / beta): -14.630 / -14.715 eV
- 2S+1: 2



Values of E_tot, in order: -16387.49298, -54471.30076, -52132.95511, -19715.04934, -28747.29997, -51951.65495, all in eV.